(1)
{"formula": "C33H51GeN3O5SSi4TcTe", "method": "wB97M-V/def2-TZVPD", "homo_ev": [-13.136, -13.013], "charge": 2, "orbital_gap_ev": [6.729, 6.389], "multiplicity": 4, "relative_energy_kcal_mol": 2.48, "symbols": ["Tc", "O", "C", "C", "C", "C", "C", "C", "C", "O", "N", "O", "O", "H", "H", "H", "H", "C", "N", "C", "C", "C", "O", "H", "H", "H", "H", "H", "H", "H", "H", "H", "S", "C", "N", "Ge", "C", "C", "C", "C", "C", "C", "C", "C", "C", "C", "C", "C", "H", "H", "H", "H", "H", "H", "H", "H", "H", "H", "H", "C", "Si", "C", "C", "Si", "Te", "Si", "C", "C", "C", "Si", "C", "C", "C", "H", "H", "H", "H", "H", "H", "H", "H", "H", "H", "H", "H", "H", "H", "H", "H", "H", "H", "H", "H", "H", "H", "H", "H", "H", "H", "H"], "coordinates": [[-0.29159, -0.00139, -0.65290], [-0.23550, 0.99286, 1.31770], [-0.85117, 2.09172, 1.59268], [-1.67102, 2.83664, 0.76232], [-2.22217, 4.02585, 1.32743], [-3.07873, 4.76924, 0.60204], [-3.44776, 4.40601, -0.71285], [-2.93816, 3.27588, -1.28346], [-2.04093, 2.45123, -0.56988], [-1.59536, 1.38016, -1.13444], [-3.64968, 5.99557, 1.20097], [-4.39051, 6.64648, 0.50178], [-3.33091, 6.24980, 2.34108], [-0.72754, 2.46338, 2.61130], [-1.96365, 4.33866, 2.33161], [-4.14177, 5.04002, -1.24920], [-3.20605, 2.97843, -2.28813], [4.28603, -3.11218, -0.33593], [2.93080, -2.69455, 0.04534], [2.19406, -3.59915, 0.93026], [2.37909, -1.62893, -0.47747], [3.17264, -0.76614, -1.40902], [1.18093, -1.31247, -0.17461], [4.46538, -4.09671, 0.08341], [5.03555, -2.42431, 0.05298], [4.37264, -3.18473, -1.41717], [2.75873, -3.74227, 1.85017], [2.07070, -4.56100, 0.43295], [1.21872, -3.18750, 1.15641], [4.03537, -0.33683, -0.89711], [2.54518, 0.03886, -1.78340], [3.53367, -1.35258, -2.25438], [-0.93451, -3.57757, -2.53872], [0.75872, -3.59903, -2.62898], [1.91092, -3.63691, -2.69023], [0.40247, 0.00765, 3.00383], [-1.12544, -0.02842, 4.12305], [-1.80944, -1.24437, 4.21288], [-2.86880, -1.37918, 5.09848], [-3.24680, -0.30621, 5.89371], [-2.57662, 0.90896, 5.80576], [-1.51481, 1.04981, 4.92768], [1.97884, 0.98859, 3.39300], [3.13749, 0.65330, 2.68420], [4.32727, 1.31274, 2.94714], [4.36695, 2.30513, 3.91941], [3.22443, 2.63580, 4.63577], [2.03027, 1.97817, 4.37817], [0.64967, -1.29686, 2.26574], [-1.51456, -2.08782, 3.59901], [-3.39737, -2.32034, 5.16983], [-4.06682, -0.41642, 6.59139], [-2.87798, 1.74205, 6.42719], [-0.99703, 2.00044, 4.88105], [3.10892, -0.13100, 1.93406], [5.22717, 1.05302, 2.40520], [5.29715, 2.81922, 4.12415], [3.26660, 3.39898, 5.40113], [1.15374, 2.22919, 4.96130], [2.39329, -1.69204, -5.50122], [1.32629, -0.17910, -5.65900], [1.78460, 1.07578, -4.35298], [1.37980, 0.52682, -7.38291], [-0.93064, -0.75495, -5.38172], [-1.33597, -1.19494, -2.82685], [-1.90587, -2.63181, -6.43847], [-3.51622, -2.99969, -5.57601], [-0.69830, -4.04314, -6.36089], [-2.17171, -2.11399, -8.20339], [-2.31518, 1.18109, -5.51625], [-2.60833, 1.51435, -7.32172], [-3.92144, 0.85384, -4.61316], [-1.42292, 2.62026, -4.72324], [3.45170, -1.41548, -5.46388], [2.25781, -2.35484, -6.35980], [2.16221, -2.26476, -4.59890], [2.87309, 1.17851, -4.29832], [1.42090, 0.76902, -3.36645], [1.37084, 2.05949, -4.57070], [2.40996, 0.70528, -7.70455], [0.84343, 1.47764, -7.44782], [0.92776, -0.16582, -8.09877], [-3.42314, -2.96933, -4.48866], [-3.87248, -3.99653, -5.85001], [-4.28502, -2.28016, -5.86627], [-0.56093, -4.41284, -5.34330], [0.27733, -3.73866, -6.74746], [-1.05471, -4.87592, -6.97453], [-2.85379, -1.26892, -8.28909], [-2.60282, -2.94738, -8.76600], [-1.22904, -1.84345, -8.68640], [-3.29474, 0.78624, -7.75468], [-1.67888, 1.48765, -7.89578], [-3.05206, 2.50546, -7.45332], [-4.53083, 0.13007, -5.15917], [-4.51164, 1.76972, -4.51222], [-3.75484, 0.45051, -3.61255], [-0.58642, 2.94716, -5.34438], [-1.03344, 2.37024, -3.73196], [-2.09966, 3.47527, -4.62002]], "mulliken_spin": [3.14, 0.01, 0.01, 0.00, 0.00, 0.00, 0.00, 0.00, -0.01, -0.04, 0.00, 0.00, 0.00, 0.01, 0.00, 0.00, 0.00, 0.00, 0.03, 0.00, -0.02, 0.05, -0.12, 0.00, 0.00, 0.00, 0.00, 0.00, 0.00, 0.00, -0.03, 0.00, 0.00, 0.00, 0.00, 0.01, 0.01, -0.01, 0.00, 0.00, 0.00, 0.00, 0.00, 0.00, 0.00, 0.00, 0.00, 0.00, 0.01, 0.00, 0.00, 0.00, 0.00, 0.00, 0.00, 0.00, 0.00, 0.00, 0.00, 0.00, 0.00, -0.06, 0.00, -0.01, -0.03, 0.00, 0.00, 0.00, 0.00, -0.01, 0.00, 0.00, 0.00, 0.00, 0.00, 0.00, 0.00, 0.05, 0.00, 0.00, 0.00, 0.00, 0.00, 0.00, 0.00, 0.00, 0.00, 0.00, 0.00, 0.00, 0.00, 0.00, 0.00, 0.00, 0.00, 0.00, 0.00, 0.00, 0.00, 0.00]}

(2)
{"formula": "C33H51NO10S5", "method": "wB97M-V/def2-TZVPD", "homo_ev": -8.054, "charge": 0, "orbital_gap_ev": 7.956, "symbols": ["C", "C", "C", "C", "C", "C", "O", "C", "O", "C", "C", "O", "C", "C", "C", "S", "C", "O", "C", "C", "C", "C", "C", "C", "N", "C", "C", "O", "C", "C", "C", "C", "O", "H", "H", "H", "H", "H", "H", "H", "H", "H", "H", "H", "H", "H", "H", "H", "H", "H", "H", "H", "H", "H", "H", "H", "H", "H", "H", "H", "C", "S", "O", "C", "H", "H", "H", "H", "H", "H", "C", "S", "O", "C", "H", "H", "H", "H", "H", "H", "C", "S", "O", "C", "H", "H", "H", "H", "H", "H", "C", "S", "O", "C", "H", "H", "H", "H", "H", "H"], "coordinates": [[4.20628, -1.28082, -6.55948], [3.66925, -1.39388, -5.48177], [3.16658, -1.26028, -4.10288], [3.94625, -0.63113, -3.12815], [3.50787, -0.47308, -1.77951], [4.50817, 0.20020, -0.82824], [3.92870, 0.91354, 0.25840], [4.81037, 0.80445, 1.35691], [4.74868, -0.46413, 1.96720], [5.50525, -0.51787, 3.16888], [5.96514, -2.00154, 3.31160], [6.64886, -2.23042, 4.55036], [2.22982, -0.98197, -1.47150], [1.39284, -1.61199, -2.45286], [1.86964, -1.76961, -3.76595], [0.86445, -2.59668, -5.00606], [-0.00918, -2.08236, -1.99405], [-0.52163, -3.09737, -2.38585], [-0.67239, -1.14180, -0.97714], [-2.04647, -0.90606, -1.00596], [-2.64239, -0.00895, -0.05999], [-4.15188, 0.20697, -0.18260], [-4.79976, 1.02997, 0.96925], [-4.55867, 0.46299, 2.40710], [-4.18302, 1.54462, 3.36619], [-1.80348, 0.61824, 0.86792], [-0.39491, 0.39842, 0.92613], [0.38021, 1.05338, 1.85009], [1.03979, 2.20698, 1.28937], [0.17358, 3.05215, 0.31874], [0.15350, -0.50270, 0.00424], [1.64566, -0.89602, -0.05655], [2.22946, -1.14906, 0.96384], [4.80256, -1.03649, -7.42935], [4.93659, -0.23795, -3.39518], [5.26125, -0.55764, -0.53475], [5.06209, 0.95327, -1.44226], [4.62914, 1.59302, 2.11471], [5.84836, 0.94572, 0.96222], [6.40925, 0.12358, 3.17773], [4.80705, -0.33349, 4.01100], [5.09770, -2.69491, 3.29044], [6.62822, -2.29572, 2.47361], [7.58352, -2.35445, 4.35045], [0.65356, -1.61481, -5.92433], [-2.63866, -1.42375, -1.77294], [-4.68930, -0.76217, -0.28688], [-4.33192, 0.76374, -1.12719], [-4.52712, 2.10011, 0.85689], [-5.90049, 0.98815, 0.79574], [-3.76470, -0.30641, 2.43164], [-5.49213, 0.02175, 2.81626], [-4.32527, 2.45570, 2.94126], [-3.19271, 1.43047, 3.61591], [-2.25522, 1.32666, 1.58293], [1.35965, 2.88144, 2.10883], [1.91371, 1.83500, 0.71752], [-0.82183, 3.31508, 0.72393], [0.01366, 2.56204, -0.66212], [0.70374, 4.00774, 0.10979], [8.71598, -4.50310, -8.02988], [8.23964, -3.02353, -8.93809], [8.31055, -1.87859, -7.99263], [6.50368, -3.46246, -9.11711], [9.77158, -4.42225, -7.77593], [8.12675, -4.58346, -7.11568], [8.56072, -5.38157, -8.65724], [6.05401, -3.60820, -8.13376], [6.41532, -4.37352, -9.70983], [5.99505, -2.64806, -9.63143], [-0.97962, 2.47953, 7.24584], [-1.13126, 1.12006, 6.07660], [-2.16520, 1.50914, 5.07804], [-1.90324, -0.03380, 7.22128], [-0.54981, 3.33254, 6.72334], [-1.96307, 2.74810, 7.63349], [-0.31968, 2.18485, 8.06237], [-2.82884, 0.39246, 7.61016], [-1.21459, -0.25016, 8.03862], [-2.12498, -0.95352, 6.68198], [-3.05611, 4.20512, -4.06486], [-4.13964, 3.72950, -2.70870], [-3.65924, 2.41728, -2.19713], [-5.59059, 3.41008, -3.72464], [-2.06886, 4.41367, -3.65568], [-2.98608, 3.39108, -4.78724], [-3.44634, 5.10323, -4.54495], [-5.36154, 2.64602, -4.46844], [-5.90166, 4.33296, -4.21527], [-6.39155, 3.05764, -3.07625], [-7.81301, 0.17505, 5.14628], [-7.93066, -1.19672, 3.98769], [-8.92391, -0.81749, 2.94859], [-8.74618, -2.33733, 5.11841], [-7.36048, 1.02037, 4.62936], [-8.80864, 0.45138, 5.49627], [-7.18295, -0.11260, 5.98856], [-9.68384, -1.90471, 5.46960], [-8.08779, -2.54607, 5.96245], [-8.95121, -3.26277, 4.58228]], "mulliken_charge": [0.23, -1.50, 0.58, -1.28, 0.97, -0.60, -0.31, -0.72, -0.10, -0.43, -0.50, -0.53, 0.05, 0.78, 0.10, -0.26, -0.55, -0.53, 0.90, -1.45, 0.76, -0.62, -0.78, 0.21, -0.43, 0.25, -0.69, -0.66, 0.26, -1.15, 1.09, -0.44, -0.59, 0.52, 0.48, 0.46, 0.37, 0.41, 0.47, 0.32, 0.27, 0.22, 0.33, 0.33, 0.16, 0.46, 0.42, 0.20, 0.37, 0.42, 0.32, -0.40, 0.26, 0.28, 0.41, 0.38, -0.25, 0.24, 0.28, 0.47, -0.90, 0.50, -0.61, -0.86, 0.31, 0.30, 0.34, 0.23, 0.38, 0.30, -1.02, 0.50, -0.67, -1.00, 0.31, 0.31, 0.39, 0.31, 0.38, 0.31, -1.03, 0.43, -0.49, -1.01, 0.31, 0.31, 0.41, 0.31, 0.41, 0.31, -0.98, 0.50, -0.64, -0.94, 0.31, 0.39, 0.34, 0.31, 0.33, 0.32]}

no.,F_max (eV Å⁻¹)
1,0.82
2,1.71